# 1
The following is a quantum chemistry calculation of a 2-piece molecular cluster, C22H24N3 overall in a non-equilibrium geometry, from the Open Molecules 2025 dataset.

Structure (XYZ):
```
49
Properties=species:S:1:pos:R:3:lowdin_charge:R:1
C -3.40354 2.33862 0.14613 0.02
C -2.89745 0.99761 -0.23023 -0.14
N -3.38846 0.25358 -1.27155 0.00
C -4.44813 0.66675 -2.19184 0.03
C -2.65788 -0.94557 -1.36926 -0.13
C -1.68606 -0.94273 -0.35485 -0.10
C -0.74500 -1.97280 -0.28481 -0.01
C -0.81447 -3.00768 -1.18362 -0.05
C -1.80056 -3.02346 -2.17107 -0.06
C -2.71544 -2.00229 -2.27845 0.00
C -1.84886 0.28423 0.39579 -0.09
C -1.01670 0.76897 1.42964 0.12
C -0.02278 0.02606 2.15137 -0.21
C -0.20892 -1.30580 2.58038 -0.03
C 0.81057 -2.00178 3.18451 -0.02
C 2.05610 -1.41573 3.38385 -0.25
C 3.17993 -2.20569 3.96499 -0.03
C 2.23733 -0.08909 3.00621 -0.03
C 1.21899 0.63026 2.43239 -0.01
H -2.87006 2.74895 1.00481 0.09
H -3.28715 3.04434 -0.67862 0.10
H -4.46039 2.28846 0.41376 0.10
H -4.60587 -0.08243 -2.96304 0.09
H -5.38338 0.80413 -1.65180 0.11
H -4.17705 1.60315 -2.67669 0.10
H 0.04156 -1.93234 0.44464 0.10
H -0.09377 -3.80627 -1.12859 0.11
H -1.83343 -3.84850 -2.86195 0.11
H -3.45790 -2.00351 -3.05436 0.11
H -1.02463 1.83698 1.58633 0.12
H -1.16946 -1.76930 2.43810 0.13
H 0.65858 -3.01434 3.51663 0.13
H 4.07346 -1.59197 4.08455 0.08
H 2.92262 -2.60893 4.94573 0.09
H 3.44024 -3.04094 3.31319 0.09
H 3.20082 0.36560 3.16133 0.12
H 1.38516 1.64611 2.11533 0.12
C 4.54819 1.56252 -2.24855 -0.01
N 3.14201 1.77284 -1.93174 -0.13
C 2.44312 1.23549 -0.86774 -0.16
N 1.19346 1.63306 -0.87384 0.04
C 1.05445 2.43220 -1.95018 -0.17
C 2.24553 2.54043 -2.62386 -0.07
H 4.80642 2.09362 -3.16141 0.09
H 5.16765 1.93437 -1.43603 0.09
H 4.73634 0.50116 -2.39072 0.09
H 2.87228 0.57888 -0.12219 0.12
H 0.12606 2.91674 -2.22453 0.09
H 2.45651 3.10604 -3.51812 0.12
```

Properties
Energy relative to the best compared isomer or geometry (same formula, charge and spin): 8.9 kcal per mole
Calculated total energy: -27667.9136 eV
HOMO-LUMO gap: 6.6120 eV
Strongest force on any atom: 2.0 eV/Å
HOMO: -11.08 eV
Charge: +1

# 2
The following is a quantum chemistry calculation of the molecule C22H24N4O2 in a non-equilibrium geometry, from the Open Molecules 2025 dataset.

Structure (XYZ):
```
52
Properties=species:S:1:pos:R:3:lowdin_charge:R:1
O 1.19040 0.48286 3.15841 0.06
C 1.95961 -0.24446 2.55684 -0.43
N 1.57457 -1.36570 1.90189 0.09
H 2.27202 -1.89242 1.39977 0.14
C 0.20191 -1.78870 1.80495 -0.09
H 0.15571 -2.86885 1.96437 0.13
H -0.35326 -1.29535 2.60365 0.13
C -0.43883 -1.42840 0.43128 -0.26
N -1.62864 -0.60850 0.64739 -0.12
C -2.52864 -0.49286 -0.48725 -0.15
C -1.99283 0.42597 -1.59104 -0.13
N -1.74228 1.74451 -1.04777 -0.10
C -1.76570 2.85117 -1.88691 -0.23
C -0.79101 3.85182 -1.83549 -0.03
C -0.88280 4.97381 -2.63777 -0.10
C -1.93805 5.13086 -3.51770 -0.11
C -2.91140 4.14684 -3.57903 -0.10
C -2.83198 3.02797 -2.77656 -0.03
H -3.61977 2.29114 -2.82421 0.10
H -3.74872 4.25706 -4.25340 0.10
H -2.00416 6.00698 -4.14472 0.10
H -0.11188 5.72908 -2.57829 0.10
H 0.05717 3.75471 -1.17567 0.10
C -0.81349 1.69270 0.06003 -0.15
C -1.34485 0.73230 1.13503 -0.14
H -0.63018 0.69857 1.95688 0.09
H -2.28864 1.13072 1.51740 0.13
H -0.73264 2.68242 0.50969 0.12
H 0.19281 1.37684 -0.26561 0.13
H -2.71782 0.48257 -2.40102 0.11
H -1.06229 -0.00328 -2.00418 0.13
H -2.73978 -1.48049 -0.89900 0.11
H -3.46340 -0.07284 -0.10480 0.13
C -0.77518 -2.70486 -0.29187 -0.20
C -0.11923 -3.08554 -1.45439 -0.02
C -0.44523 -4.29282 -2.05297 -0.06
C -1.42205 -5.07632 -1.46051 -0.15
N -2.05629 -4.72540 -0.35320 0.07
C -1.74011 -3.57760 0.21250 -0.11
H -2.28561 -3.32164 1.11084 0.13
H -1.71459 -6.02713 -1.88553 0.10
H 0.04813 -4.61451 -2.95710 0.10
H 0.63838 -2.44682 -1.88932 0.11
H 0.32851 -0.89219 -0.15739 0.14
C 3.40471 0.02203 2.49071 -0.19
C 4.13182 1.03671 3.05699 0.01
C 5.47459 0.81662 2.68199 -0.05
C 5.46962 -0.31030 1.91670 -0.11
O 4.22817 -0.80033 1.79219 0.04
H 6.25759 -0.84322 1.42146 0.12
H 6.32418 1.41234 2.94440 0.10
H 3.73859 1.82746 3.66106 0.12
```

Properties
SMILES: O=C(NC[C@@H](c1cccnc1)N1CCN(c2ccccc2)CC1)c1ccco1
Energy relative to the best compared isomer or geometry (same formula, charge and spin): 68.9 kcal per mole
Calculated total energy: -33258.4424 eV
HOMO-LUMO gap: 8.1092 eV
Strongest force on any atom: 1.3 eV/Å
HOMO: -7.61 eV
Charge: 0

# 3
The following is a quantum chemistry calculation of the molecule C22H24N4O4S in a non-equilibrium geometry, from the Open Molecules 2025 dataset.

Structure (XYZ):
```
55
Properties=species:S:1:pos:R:3:lowdin_charge:R:1
C -1.33987 1.71482 7.24845 -0.07
C -1.55968 2.44630 5.93804 -0.22
H -0.87957 3.29959 5.83570 0.13
H -2.58624 2.82102 5.85784 0.13
O -1.31980 1.53272 4.86588 -0.01
C -1.35632 2.03638 3.62883 -0.47
O -1.57946 3.19665 3.39609 0.12
C -1.09314 0.95275 2.59756 -0.21
C 0.28831 0.32099 2.81775 -0.11
H 0.39647 0.00381 3.85482 0.12
H 0.37939 -0.54621 2.16037 0.10
C 1.37481 1.33529 2.45346 -0.13
N 1.22754 1.71545 1.06726 -0.04
C 1.90188 1.21956 0.01670 -0.53
O 1.64108 1.52778 -1.13350 0.01
C 3.04720 0.24725 0.30727 -0.34
H 2.88867 -0.35809 1.19451 0.06
H 4.00180 0.77043 0.35549 0.09
S 3.15056 -0.89770 -1.10525 1.01
C 1.46659 -1.32134 -1.07034 -0.60
N 0.71857 -1.36891 0.00048 0.03
N -0.52427 -1.67192 -0.38719 0.10
C -0.53037 -1.82346 -1.68902 -0.20
N 0.73509 -1.60869 -2.18440 0.07
C 1.21375 -1.58908 -3.51104 -0.24
C 1.22140 -2.75339 -4.26703 -0.02
C 1.70598 -2.71401 -5.56196 -0.08
C 2.18298 -1.52567 -6.09083 -0.08
C 2.17845 -0.37072 -5.32593 -0.06
C 1.69410 -0.39395 -4.03050 -0.01
H 1.68503 0.49494 -3.41707 0.11
H 2.55273 0.55381 -5.73804 0.11
H 2.56164 -1.50184 -7.10163 0.10
H 1.71384 -3.61499 -6.15668 0.11
H 0.84817 -3.67297 -3.84113 0.13
C -1.69279 -2.11790 -2.47958 -0.20
C -1.93010 -2.03112 -3.83092 -0.01
C -3.27535 -2.41522 -4.01399 -0.05
C -3.75533 -2.70288 -2.77136 -0.11
O -2.81036 -2.52450 -1.84207 0.07
H -4.71795 -3.03315 -2.43463 0.12
H -3.80741 -2.46697 -4.94136 0.10
H -1.24231 -1.72253 -4.59080 0.11
C -0.02659 2.40812 0.82728 -0.12
C -1.20162 1.48981 1.16869 -0.11
H -2.13132 2.04619 1.04880 0.12
H -1.20725 0.63905 0.48557 0.10
H -0.05887 2.69421 -0.22446 0.12
H -0.06029 3.30670 1.44782 0.12
H 2.37084 0.94084 2.64912 0.12
H 1.25258 2.24439 3.05419 0.13
H -1.85428 0.18194 2.75531 0.16
H -2.01504 0.86663 7.32002 0.08
H -1.52603 2.38932 8.07896 0.08
H -0.31781 1.35046 7.30846 0.08
```

Properties
SMILES: CCOC(=O)C1CCN(C(=O)CSc2nnc(-c3ccco3)n2-c2ccccc2)CC1
Energy relative to the best compared isomer or geometry (same formula, charge and spin): 63.3 kcal per mole
Calculated total energy: -48189.4379 eV
HOMO-LUMO gap: 8.6659 eV
Strongest force on any atom: 1.3 eV/Å
HOMO: -7.98 eV
Charge: 0

# 4
The following is a quantum chemistry calculation of C22H24N7O5RuS as an isolated structure, from the Open Molecules 2025 dataset.

Structure (XYZ):
```
60
Properties=species:S:1:pos:R:3:lowdin_charge:R:1
Ru 1.23576 0.48316 -0.21508 1.23
O 3.51532 0.59520 0.99792 -0.16
C 3.91749 1.91906 1.32225 -0.21
C 2.77519 2.63433 1.99382 -0.16
N 1.57962 2.56228 1.15131 -0.21
C 1.48867 3.67047 0.20826 -0.10
C 0.53438 3.33017 -0.93742 -0.66
O 0.26387 4.19802 -1.74788 0.05
O 0.08911 2.11751 -0.94863 -0.16
C 0.38023 2.49366 1.99476 -0.10
C 0.06647 1.07405 2.45260 -0.66
O -0.58311 0.91411 3.46829 0.06
O 0.49153 0.12480 1.68241 -0.18
H 3.15028 0.16187 1.78280 0.09
H 4.17886 2.38703 0.37132 0.12
H 4.80700 1.91741 1.95751 0.13
H 3.03842 3.67267 2.23037 0.14
H 2.55708 2.13748 2.94323 0.14
H 2.47293 3.89046 -0.21036 0.13
H 1.12911 4.58663 0.69126 0.14
H -0.47648 2.84056 1.41674 0.12
H 0.46481 3.14996 2.86553 0.14
S 2.42618 -1.49818 -0.66625 0.68
C 3.13194 -0.41819 -1.85755 -0.69
C 4.21324 -0.60803 -2.70760 -0.07
C 4.55702 0.42029 -3.56638 -0.06
C 3.82659 1.60620 -3.56533 -0.06
C 2.76321 1.73473 -2.69295 -0.09
N 2.43762 0.74554 -1.86004 -0.11
H 4.75823 -1.54102 -2.68158 0.11
H 5.39292 0.30125 -4.24368 0.11
H 4.06764 2.41703 -4.23695 0.11
H 2.14323 2.62240 -2.67426 0.11
C -2.21302 0.52506 0.44588 0.03
C -1.65932 -0.33106 -0.63005 -0.27
N -0.39872 -0.47430 -1.00704 -0.05
C -0.37784 -1.34464 -2.07750 -0.13
C -1.63788 -1.75449 -2.33463 -0.05
N -2.44153 -1.11110 -1.41544 -0.01
C -3.86837 -1.31787 -1.28237 -0.06
N -4.21622 -1.84136 0.00871 -0.07
N -5.13922 -1.19328 0.76459 0.05
N -5.27291 -1.79383 1.87893 0.08
C -4.41063 -2.87222 1.90181 -0.23
C -4.16793 -3.81994 2.89929 -0.01
C -3.21879 -4.77784 2.63389 -0.08
C -2.51710 -4.80058 1.41020 -0.07
C -2.74456 -3.87517 0.41759 0.00
C -3.71744 -2.90963 0.69394 -0.17
H -1.67536 1.46725 0.44358 0.06
H -2.11833 0.04884 1.42265 0.10
H -3.26593 0.73403 0.26392 0.08
H 0.53734 -1.61321 -2.56866 0.07
H -2.03621 -2.42337 -3.07661 0.12
H -4.15883 -2.00640 -2.07588 0.14
H -4.42573 -0.38973 -1.39572 0.14
H -4.70408 -3.78395 3.83735 0.12
H -2.99115 -5.52847 3.37849 0.10
H -1.76884 -5.56627 1.25283 0.11
H -2.18575 -3.88940 -0.50818 0.10
```

Properties
Multiplicity: 2
Energy relative to the best compared isomer or geometry (same formula, charge and spin): 7.5 kcal per mole
Calculated total energy: -57290.0254 eV
HOMO-LUMO gap (spin up / spin down): 8.2831 / 7.8923 eV
Strongest force on any atom: 0.9 eV/Å
HOMO (spin up / spin down): -8.05 / -8.35 eV
Charge: 0

> Number 4 is which compound?

C22H24N7O5RuS

> Which value of energy relative to the best compared isomer or geometry (same formula, charge and spin) does entry 1 give?

8.9 kcal per mole

> Look up the strongest force on any atom of the fourth one.

0.9 eV/Å

> Among the records above, which one has the highest strongest force on any atom?

C22H24N3